{
  "formula": "C3H28N2O12",
  "method": "ωB97M-V with the def2-TZVPD basis set",
  "multiplicity": 1,
  "de_lowest_kj_mol": 193.48,
  "e_lumo_ev": 0.007,
  "max_force_ev_per_a": 1.7,
  "smiles": "NC(=O)NCCO.O.O.O.O.O.O.O.O.O.O",
  "homo_lumo_gap_ev": 10.7037,
  "e_tot_ev": -31116.83573,
  "species": ["C", "C", "O", "N", "C", "N", "O", "H", "H", "H", "H", "H", "H", "H", "H", "H", "H", "O", "H", "H", "O", "H", "H", "O", "H", "H", "O", "H", "H", "O", "H", "H", "O", "H", "H", "O", "H", "H", "O", "H", "H", "O", "H", "H", "O"],
  "positions_angstrom": [[1.306817, 0.147379, 0.271413], [1.655383, 0.408469, 1.715797], [1.036860, 1.623764, 2.213427], [0.189357, -0.773635, 0.089486], [-0.165308, -1.359600, -1.074563], [0.752263, -1.328742, -2.086855], [-1.201584, -2.049031, -1.165883], [0.997857, 1.118981, -0.088645], [2.110935, -0.175116, -0.388878], [1.202705, -0.280465, 2.421011], [2.711138, 0.384837, 1.926485], [0.077290, 1.481210, 2.082198], [-0.309530, -1.107880, 0.912217], [1.222458, -0.448366, -2.210496], [0.466062, -1.791054, -2.933432], [-2.143854, -1.275824, 2.747668], [-2.285740, -2.017855, 1.503029], [-1.707466, -1.991948, 2.276320], [-0.058494, 1.698057, -4.228079], [-1.447229, 1.326212, -4.481322], [-0.604592, 0.905346, -4.248717], [1.516280, 4.334797, 0.527478], [0.981238, 2.988763, 1.084761], [1.174014, 3.452512, 0.254310], [-3.163242, 1.349561, 2.431243], [-2.647091, 0.383334, 1.323454], [-2.410124, 0.849123, 2.127478], [1.762088, -4.332448, -0.210280], [1.756406, -2.835430, -0.334566], [2.356541, -3.591041, -0.234095], [0.569910, 3.176064, -1.549892], [-0.304896, 1.935582, -1.772067], [0.195912, 2.605055, -2.253431], [-4.059297, 0.283849, -0.335593], [-3.608284, 1.699812, -0.682612], [-4.393906, 1.170442, -0.529176], [2.551761, -3.086049, 1.832879], [1.557529, -2.447130, 2.901613], [1.904505, -3.248462, 2.532331], [3.487692, 1.035129, -0.601692], [2.945909, 2.447113, -0.836049], [3.719221, 1.952520, -0.566206], [-3.959027, -1.823906, -0.229166], [-2.449516, -1.524491, -0.323562], [-3.288952, -1.269441, 0.190659]],
  "atomic_forces_ev_per_a": [[-0.7, -0.1, -0.6], [-1.0, -0.1, 1.3], [-0.2, 0.1, -0.7], [-0.1, 0.2, 0.6], [-0.3, -1.2, 0.0], [-0.1, 0.4, 0.2], [0.6, 0.5, 0.1], [0.1, 0.3, -0.4], [0.3, -0.2, 0.5], [0.2, -1.1, -0.4], [0.3, 0.6, -0.1], [0.3, 0.0, 0.5], [-0.2, 0.1, 0.0], [0.2, 0.0, -0.3], [-0.2, 0.2, -0.1], [0.2, 0.2, 0.4], [-0.1, -0.4, -0.1], [0.3, 0.1, 0.0], [0.5, -0.1, 0.3], [0.0, -0.6, 0.1], [-0.5, 0.4, -0.4], [-0.4, -1.0, -0.3], [0.3, -0.3, 0.2], [0.4, 1.6, -0.1], [-0.4, 0.1, -0.2], [-0.5, 0.0, -0.2], [1.1, 0.0, 0.4], [-0.3, -0.6, 0.2], [0.3, -0.2, -0.1], [0.2, 0.9, -0.2], [-0.3, -0.4, -0.2], [0.0, 0.1, -0.2], [0.3, 0.3, 0.4], [0.1, -0.1, 0.0], [0.0, 0.1, -0.1], [-0.2, 0.3, 0.0], [-0.3, 0.2, 0.1], [0.0, 0.6, 0.0], [0.2, -1.0, 0.0], [-0.1, -0.5, -0.2], [-0.4, 0.1, 0.0], [0.7, 0.6, 0.1], [-0.1, 0.0, 0.2], [-0.5, 0.1, 0.1], [0.4, -0.4, -0.7]]
}


{
  "formula": "C3H3NO2",
  "method": "ωB97M-V with the def2-TZVPD basis set",
  "multiplicity": 1,
  "de_lowest_kj_mol": 306.15,
  "e_lumo_ev": 0.915,
  "max_force_ev_per_a": 6.0,
  "smiles": "Oc1ccon1",
  "homo_lumo_gap_ev": 10.3075,
  "e_tot_ev": -8741.95811,
  "species": ["O", "C", "N", "O", "C", "C", "H", "H", "H"],
  "positions_angstrom": [[2.035806, 0.166479, -0.118921], [0.735292, -0.126254, -0.033852], [0.327816, -1.377694, 0.026393], [-1.024297, -1.323850, 0.108629], [-1.427310, 0.177034, 0.054265], [-0.289344, 0.795374, -0.004414], [2.526077, -0.669913, -0.126310], [-2.469216, 0.405290, -0.013113], [-0.414823, 1.953537, 0.107325]],
  "atomic_forces_ev_per_a": [[0.5, 0.1, 0.0], [1.5, -2.4, 0.1], [0.0, 1.8, 0.0], [-2.1, 3.1, -0.4], [0.1, -6.0, 0.1], [-1.0, 5.6, 0.5], [-0.1, 0.2, 0.0], [-0.2, -0.1, 0.3], [1.3, -2.3, -0.6]]
}


{
  "formula": "H30O15",
  "method": "ωB97M-V with the def2-TZVPD basis set",
  "multiplicity": 1,
  "de_lowest_kj_mol": 878.01,
  "e_lumo_ev": -0.260,
  "max_force_ev_per_a": 6.5,
  "homo_lumo_gap_ev": 8.9050,
  "e_tot_ev": -31192.56561,
  "species": ["H", "H", "H", "H", "H", "H", "H", "H", "H", "H", "H", "H", "H", "H", "H", "H", "H", "H", "H", "H", "H", "H", "H", "H", "H", "H", "H", "H", "H", "H", "O", "O", "O", "O", "O", "O", "O", "O", "O", "O", "O", "O", "O", "O", "O"],
  "positions_angstrom": [[-1.016817, -0.330246, 0.355342], [-0.152233, 1.072333, 0.320109], [-0.811449, 2.495755, 0.894336], [-1.804949, 3.133677, 1.569639], [1.653765, -0.412768, -0.305260], [2.509489, -1.111906, 0.823067], [-4.302281, 3.373795, -2.536963], [-3.124075, 3.515356, -1.535147], [3.201941, 1.517112, -3.257757], [2.330764, 2.601154, -2.968313], [-0.668567, -0.227008, -1.537060], [-1.425392, -1.456134, -1.940275], [-0.808281, -1.825277, 1.047028], [-0.725348, -0.795871, 2.195123], [0.524012, -3.946194, -1.078796], [1.278546, -2.686578, -0.769256], [-2.993389, -0.150646, 0.125749], [-2.994776, -0.984907, 1.382579], [2.816183, -2.235198, -3.235365], [2.967763, -1.068737, -2.269729], [1.673948, 0.203070, 4.477706], [1.902472, 0.409977, 3.128740], [1.096826, 3.203073, 1.950478], [2.224226, 4.133877, 2.163398], [-4.049399, -3.265169, -1.342578], [-4.479282, -3.494873, 0.229423], [1.159627, 0.799018, -1.593304], [1.432359, 2.219227, -1.315588], [1.218846, -2.360545, 2.433138], [1.924507, -3.352391, 1.712080], [-0.121075, 0.140089, 0.152700], [-1.448031, 2.299036, 1.547400], [1.801796, -0.491511, 0.608366], [-4.067274, 3.685171, -1.611843], [3.202871, 2.377032, -2.839053], [-1.530917, -0.609255, -1.391494], [-1.371514, -1.378917, 1.737469], [0.851770, -3.148754, -1.517746], [-2.832191, -0.087281, 1.063258], [2.393121, -1.726167, -2.496230], [2.021806, -0.296235, 3.713380], [1.351270, 3.994706, 2.446288], [-4.414044, -2.850435, -0.483440], [1.543703, 1.591815, -1.993349], [2.059679, -2.472285, 1.941770]],
  "atomic_forces_ev_per_a": [[1.5, 2.4, -0.3], [-0.6, 0.1, 0.5], [1.4, -0.1, -1.3], [-2.2, 3.2, 0.9], [0.1, -0.2, -1.4], [0.1, 0.1, -0.4], [0.5, 0.6, 1.8], [0.0, -0.1, 0.0], [0.4, -0.1, 0.0], [-2.2, 1.3, -0.8], [0.2, 0.4, 0.3], [-0.6, 1.6, 1.1], [-0.6, 0.2, 1.3], [-0.6, -0.4, -0.4], [-0.2, 0.0, -0.2], [-0.1, 0.0, -0.7], [-0.5, 0.2, -0.6], [-0.3, 0.7, -0.3], [-0.6, 0.7, 1.2], [2.7, 2.8, 0.7], [0.3, -0.9, 0.3], [0.1, 1.3, -2.6], [-0.2, 0.2, 0.4], [2.0, 0.5, -0.5], [-1.0, 0.6, 2.5], [0.2, -0.3, -0.5], [-0.5, 0.1, -0.2], [0.1, 1.3, 1.4], [0.8, 0.9, 0.0], [0.4, -2.8, -0.9], [-2.2, 0.5, 0.0], [0.7, -2.4, 0.6], [3.0, -0.2, 2.2], [-0.5, -0.5, -1.7], [6.1, 1.3, -1.9], [-1.2, -3.3, -3.3], [4.5, -3.6, 1.2], [-0.7, -0.8, 1.4], [-3.0, 1.7, -0.6], [-1.2, -2.5, -2.2], [-0.5, -0.4, 2.3], [-1.8, -0.7, 0.1], [0.8, -0.3, -2.0], [-3.9, -3.7, 1.2], [-0.9, 0.6, 1.6]]
}


{
  "formula": "C12H19BN2O3",
  "method": "ωB97M-V with the def2-TZVPD basis set",
  "multiplicity": 1,
  "e_lumo_ev": 0.524,
  "max_force_ev_per_a": 5.3,
  "smiles": "CCNN(Cc1ccc(C)cc1)C(=O)OB(C)O",
  "homo_lumo_gap_ev": 8.9532,
  "e_tot_ev": -22547.26359,
  "species": ["C", "C", "N", "N", "C", "C", "C", "C", "C", "C", "C", "C", "C", "O", "O", "B", "C", "O", "H", "H", "H", "H", "H", "H", "H", "H", "H", "H", "H", "H", "H", "H", "H", "H", "H", "H", "H"],
  "positions_angstrom": [[-1.907043, 2.004487, -0.119036], [-1.323957, 2.429242, -1.577806], [-0.986636, 1.248483, -2.422538], [-0.199784, 0.315521, -1.752413], [1.230162, 0.729615, -1.621993], [1.738057, 0.258914, -0.150670], [0.815755, -0.567532, 0.795900], [1.251774, -1.032404, 2.225431], [2.664053, -0.645604, 2.767833], [3.027723, -1.119514, 4.251044], [3.616204, 0.162074, 1.832688], [3.167163, 0.616911, 0.396075], [-0.349728, -1.038948, -2.279413], [0.582618, -1.883012, -2.368773], [-1.688123, -1.425497, -2.676065], [-2.472726, -1.768490, -1.492793], [-4.001036, -1.225689, -1.243052], [-1.937651, -2.645265, -0.449708], [-2.785106, 2.702716, 0.118959], [-1.125444, 2.180700, 0.713498], [-2.242380, 0.902207, -0.113950], [-0.444389, 3.142728, -1.405712], [-2.133710, 3.036739, -2.127967], [-0.606875, 1.510202, -3.342938], [1.391701, 1.864772, -1.638971], [1.905468, 0.273942, -2.435633], [-0.245419, -0.889487, 0.487146], [0.512176, -1.647890, 2.849445], [2.336107, -0.519665, 4.960978], [2.731871, -2.222559, 4.420541], [4.096006, -0.887317, 4.572671], [4.660026, 0.416639, 2.248707], [3.933407, 1.206685, -0.223726], [-4.645535, -1.711270, -2.074386], [-4.396770, -1.546975, -0.209726], [-4.087154, -0.085313, -1.297500], [-2.080808, -2.140145, 0.383852]],
  "atomic_forces_ev_per_a": [[0.3, 0.4, -0.2], [-0.7, 0.5, 0.7], [-1.2, 1.2, 0.3], [1.2, -1.4, -1.9], [1.8, -0.7, 1.9], [1.4, -1.1, 3.3], [2.6, 0.5, 1.5], [2.4, 2.4, -2.6], [-1.2, 0.4, -3.0], [-1.1, 0.7, -0.1], [-3.2, -0.9, -0.8], [-2.1, -1.9, 2.3], [2.0, -3.1, -0.5], [-3.5, 3.9, 0.5], [0.9, 0.7, 3.2], [0.1, -0.4, 0.7], [0.0, -0.1, -0.3], [-0.2, 2.7, -1.4], [1.1, -1.2, -0.3], [-1.2, -0.5, -1.4], [0.5, 1.8, 0.0], [-1.0, -0.9, -0.3], [1.3, -1.1, 0.7], [-0.1, -0.1, 0.7], [-0.8, -1.6, -0.1], [-1.1, 0.5, 1.2], [2.1, 0.7, 0.3], [1.3, 1.1, -1.0], [1.1, -0.9, -1.1], [0.8, 1.7, -0.4], [-1.4, -0.5, -0.7], [-1.9, -0.4, -0.9], [-1.5, -1.0, 1.0], [0.8, 0.9, 1.4], [0.6, 0.3, -1.7], [0.1, -1.6, -0.2], [-0.2, -1.0, -0.6]]
}


Q: What is the formula in the third record?
A: H30O15